The following is a quantum chemistry calculation of a gas-phase ion, C5H8F3N2O3 (charge -1) at a distorted geometry, from the Open Molecules 2025 dataset.

Last column: Mulliken charge in e.
Atoms and positions in Å:
N 0.92 2.37 -0.59  -0.72
N 1.20 1.33 0.31  -0.07
C 1.38 0.02 -0.37  -0.10
C 0.03 -0.70 -0.84  -1.01
C -1.03 -0.99 0.34  0.17
O -1.95 -2.01 -0.17  -0.59
C -1.96 0.29 0.70  0.69
F -1.86 1.37 -0.21  -0.26
F -1.71 0.77 2.04  -0.27
F -3.33 -0.11 0.70  -0.29
C 2.27 -0.92 0.60  0.21
O 2.73 -2.07 0.26  -0.71
O 2.59 -0.48 1.89  -0.74
H 0.41 1.99 -1.42  0.25
H 0.24 3.04 -0.18  0.28
H 0.55 1.29 1.10  0.28
H 2.01 0.20 -1.32  0.32
H -0.49 -0.18 -1.74  0.36
H 0.33 -1.75 -1.24  0.50
H -0.52 -1.43 1.28  0.36
H -1.83 -2.02 -1.15  0.34

Its charge is -1. Its largest force on an atom is 6.3 eV/Å. The SMILES is NN[C@H](C[C@H](O)C(F)(F)F)C(=O)[O-]. For the HOMO energy, the calculation gives -3.82 eV.